(1)
18
Properties=species:S:1:pos:R:3 method="wB97M-V/def2-TZVPD" homo_energy_ha=-0.3343 smiles="[H]/N=C1/N[C@@H](C)[C@@H]2C[C@@H]12" gap_ev=10.08 total_charge=0 e_tot_ev=-9359.0164 max_force_ev_per_a=5.64 e_above_lowest_kj_mol=523.0
C 2.25 -0.49 -0.44
C 1.13 -0.12 0.48
C -1.11 -0.62 0.05
C -0.93 0.84 0.34
C -0.43 2.18 -0.11
C 0.36 0.90 -0.28
H 1.70 -0.87 -1.47
H 2.76 -1.52 -0.28
H 3.00 0.25 -0.51
H 1.38 0.21 1.52
H 0.25 -2.00 0.08
H -2.71 -1.03 -0.84
H -0.72 1.01 1.43
H -0.33 3.05 0.59
H -1.00 2.50 -1.06
H 0.25 0.81 -1.51
N 0.15 -1.19 0.69
N -1.89 -1.45 -0.42


(2)
15
Properties=species:S:1:pos:R:3 method="wB97M-V/def2-TZVPD" homo_energy_ha=-0.4620 gap_ev=9.02 total_charge=+1 e_tot_ev=-9747.7037 max_force_ev_per_a=5.84 e_above_lowest_kj_mol=459.3
C -0.64 0.38 -0.93
C 1.76 -0.24 -1.32
C -0.97 -0.25 0.22
N 1.96 0.35 -0.26
N 1.89 0.99 0.67
N -0.79 0.48 1.55
O -1.33 -1.57 0.60
H -0.47 1.47 -0.93
H -0.54 -0.30 -1.77
H 1.71 -1.38 -1.26
H 1.81 0.38 -2.20
H -0.99 -0.27 2.31
H -1.68 1.05 1.77
H 0.08 0.96 1.59
H -1.78 -2.05 -0.05


(3)
15
Properties=species:S:1:pos:R:3 method="wB97M-V/def2-TZVPD" homo_energy_ha=-0.3636 smiles="CC(=O)[C@@H](C)C=O" gap_ev=10.52 total_charge=0 e_tot_ev=-9408.1008 max_force_ev_per_a=3.33 e_above_lowest_kj_mol=167.1
C 0.46 0.51 -0.39
C 0.00 1.96 -0.21
C 1.51 0.16 0.68
C 1.34 -1.21 1.17
C -0.86 -0.31 -0.51
O -1.10 2.17 0.27
O 2.30 1.02 1.01
H 0.83 0.41 -1.40
H 0.68 2.71 -0.48
H 1.75 -1.45 2.11
H 1.85 -1.95 0.46
H 0.28 -1.35 1.13
H -0.58 -1.06 -1.23
H -1.63 0.44 -0.83
H -1.13 -0.62 0.58


(4)
12
Properties=species:S:1:pos:R:3 method="wB97M-V/def2-TZVPD" homo_energy_ha=-0.3849 smiles="COC(=O)CO" gap_ev=11.30 total_charge=0 e_tot_ev=-9350.1302 max_force_ev_per_a=3.88 e_above_lowest_kj_mol=114.5
C 2.10 -0.40 0.04
O 0.78 -0.69 0.50
C -0.17 0.06 0.01
O 0.02 0.96 -0.79
C -1.70 -0.06 0.29
O -2.55 0.73 -0.43
H 2.15 -0.52 -1.04
H 2.39 0.62 0.32
H 2.74 -1.12 0.53
H -1.94 -1.12 0.11
H -1.76 0.14 1.36
H -2.05 1.40 -0.91


(5)
82
Properties=species:S:1:pos:R:3 method="wB97M-V/def2-TZVPD" homo_energy_ha=-0.4188 gap_ev=8.84 total_charge=+1 e_tot_ev=-151122.7088 max_force_ev_per_a=0.36 e_above_lowest_kj_mol=5.1
Sn 0.53 -0.65 -0.14
Cl 0.56 2.60 0.76
C 1.58 1.59 1.71
C 1.62 0.22 1.47
C 2.40 -0.57 2.30
Cl 2.48 -2.28 2.04
C 3.13 -0.02 3.35
Cl 4.07 -1.02 4.38
C 3.09 1.35 3.56
Cl 3.99 2.05 4.84
C 2.32 2.17 2.74
Cl 2.26 3.86 3.01
C -1.34 1.31 3.58
C -2.26 0.36 2.81
C -2.09 -1.07 3.30
C -3.70 0.82 2.93
O -1.82 0.41 1.41
Si -2.74 0.18 0.08
S -1.25 0.16 -1.49
O -3.53 -1.21 0.24
C -4.63 -1.84 -0.45
C -5.93 -1.18 -0.03
C -4.60 -3.30 -0.01
C -4.41 -1.72 -1.95
O -3.83 1.33 -0.26
C -3.88 2.68 -0.75
C -3.95 2.63 -2.27
C -5.14 3.29 -0.17
C -2.64 3.45 -0.29
H -1.65 1.35 4.62
H -1.39 2.31 3.16
H -0.31 0.96 3.54
H -2.37 -1.14 4.35
H -1.05 -1.39 3.20
H -2.72 -1.74 2.72
H -3.99 0.82 3.99
H -4.38 0.15 2.40
H -3.83 1.83 2.55
H -6.06 -1.24 1.05
H -6.77 -1.69 -0.51
H -5.95 -0.13 -0.33
H -4.72 -3.36 1.07
H -3.64 -3.75 -0.28
H -5.40 -3.86 -0.48
H -4.40 -0.68 -2.26
H -5.21 -2.23 -2.49
H -3.45 -2.18 -2.22
H -4.83 2.06 -2.59
H -3.06 2.15 -2.68
H -4.03 3.63 -2.68
H -6.01 2.71 -0.46
H -5.27 4.31 -0.52
H -5.09 3.31 0.92
H -1.75 3.02 -0.75
H -2.54 3.39 0.79
H -2.73 4.49 -0.58
S 2.22 -2.05 -1.36
C 1.25 -2.21 -2.80
N 1.68 -1.65 -3.93
C 0.91 -1.63 -5.17
C -0.56 -1.80 -4.85
C -0.75 -3.01 -3.95
N 0.12 -2.88 -2.78
H 2.53 -1.11 -3.85
H 1.26 -2.43 -5.83
H 1.10 -0.68 -5.66
H -1.14 -1.91 -5.76
H -0.92 -0.91 -4.32
H -0.51 -3.93 -4.48
H -1.78 -3.08 -3.59
H -0.18 -3.24 -1.88
Cl -0.59 -2.66 0.51
N 0.83 4.05 -2.73
C 1.61 3.57 -3.70
N 1.85 4.34 -4.77
N 2.15 2.36 -3.68
C 1.92 1.63 -2.62
N 1.75 0.95 -1.70
H 0.49 5.00 -2.73
H 0.67 3.50 -1.90
H 1.51 5.28 -4.85
H 2.49 3.99 -5.47


(6)
14
Properties=species:S:1:pos:R:3 method="wB97M-V/def2-TZVPD" homo_energy_ha="-0.3633 / -0.5910" gap_ev="5.87 / 8.13" multiplicity=3 total_charge=+1 e_tot_ev=-6787.9878 max_force_ev_per_a=9.79 e_above_lowest_kj_mol=635.7
C 0.55 -0.51 -1.90
C -0.58 -0.57 -2.31
C 0.76 1.83 1.60
C 0.42 -0.45 0.75
C -0.98 -0.85 0.43
N 0.75 0.68 1.10
H 1.47 -0.02 -1.70
H -1.60 -0.76 -2.73
H 0.84 2.68 0.85
H 0.91 1.95 2.71
H 1.23 -0.90 0.28
H -1.76 -0.09 0.44
H -1.07 -1.71 0.98
H -0.95 -1.28 -0.50


(7)
42
Properties=species:S:1:pos:R:3 method="wB97M-V/def2-TZVPD" homo_energy_ha=-0.1769 gap_ev=2.58 total_charge=0 e_tot_ev=-30136.5971 max_force_ev_per_a=3.42 e_above_lowest_kj_mol=163.7
N 2.87 2.80 -2.21
C 1.76 3.13 -2.47
C 0.44 3.40 -2.78
C -0.63 3.29 -1.76
C -2.03 3.12 -2.21
N -3.16 3.03 -2.50
H 0.19 3.46 -3.84
H -0.52 4.17 -1.10
C -2.68 0.42 2.52
C -2.38 -0.77 1.64
C -2.72 -2.13 2.23
C -3.15 -0.47 0.34
N -0.91 -0.80 1.37
P -0.19 -1.99 0.34
H -0.37 2.49 -1.10
N 1.24 -1.01 0.36
C 2.36 -1.25 -0.58
C 3.43 -0.21 -0.34
C 1.91 -0.98 -2.03
C 2.80 -2.69 -0.36
C 1.28 -0.15 1.46
C 0.03 -0.02 2.04
H -2.41 1.35 1.98
H -3.75 0.45 2.73
H -2.14 0.41 3.46
H -2.53 -2.98 1.57
H -2.13 -2.28 3.14
H -3.77 -2.20 2.53
H -3.02 -1.17 -0.50
H -4.22 -0.47 0.58
H -2.92 0.54 -0.03
H 3.77 -0.18 0.69
H 4.28 -0.44 -0.98
H 3.05 0.78 -0.62
H 1.04 -1.54 -2.40
H 1.71 0.10 -2.17
H 2.75 -1.22 -2.69
H 2.03 -3.44 -0.57
H 3.67 -2.96 -0.96
H 3.10 -2.81 0.68
H 2.16 0.47 1.70
H -0.24 0.71 2.82


(8)
68
Properties=species:S:1:pos:R:3 method="wB97M-V/def2-TZVPD" homo_energy_ha=-0.5195 gap_ev=7.15 total_charge=+2 e_tot_ev=-116591.2641 max_force_ev_per_a=0.76 e_above_lowest_kj_mol=151.2
Zr 0.76 -1.16 -0.26
S 2.43 -1.33 1.47
C 3.34 0.05 0.80
C 4.71 -0.17 0.58
C 5.50 0.86 0.10
C 4.95 2.11 -0.19
C 3.60 2.32 -0.01
C 2.79 1.30 0.49
As 0.88 1.53 0.55
C 0.47 3.32 1.05
C 0.14 3.57 2.38
C -0.10 4.87 2.79
C -0.02 5.91 1.88
C 0.31 5.67 0.55
C 0.56 4.37 0.13
C 0.55 1.41 -1.38
C 1.26 0.46 -2.14
C 0.92 0.19 -3.48
C -0.13 0.88 -4.06
C -0.83 1.82 -3.32
C -0.52 2.07 -1.99
H 5.14 -1.13 0.80
H 6.56 0.69 -0.05
H 5.58 2.91 -0.55
H 3.17 3.28 -0.24
H 0.07 2.76 3.10
H -0.35 5.07 3.82
H -0.20 6.93 2.20
H 0.38 6.48 -0.15
H 0.83 4.19 -0.90
H 2.22 0.07 -1.79
H 1.50 -0.52 -4.05
H -0.39 0.70 -5.10
H -1.64 2.37 -3.78
H -1.11 2.79 -1.44
C -2.36 -3.47 2.20
C -2.68 -2.75 0.89
P -1.81 -1.17 0.61
C -2.59 -0.46 -0.90
C -4.09 -0.72 -1.06
C -2.27 -0.12 2.03
C -2.76 1.29 1.68
H -3.10 -4.24 2.38
H -2.39 -2.80 3.06
H -1.38 -3.95 2.18
H -3.74 -2.47 0.89
H -2.51 -3.39 0.02
H -2.05 -0.85 -1.77
H -2.38 0.61 -0.87
H -4.30 -1.77 -1.25
H -4.47 -0.15 -1.91
H -4.65 -0.41 -0.18
H -1.42 -0.07 2.71
H -3.06 -0.66 2.57
H -2.03 1.85 1.09
H -2.93 1.86 2.59
H -3.69 1.27 1.12
F 1.30 -7.30 -0.58
C 1.05 -6.00 -0.56
C 0.91 -5.33 -1.76
C 0.66 -3.97 -1.73
C 0.55 -3.28 -0.51
C 0.68 -4.01 0.68
C 0.94 -5.37 0.68
H 1.00 -5.88 -2.69
H 0.55 -3.45 -2.68
H 0.59 -3.52 1.65
H 1.05 -5.95 1.58